DFT (wB97M-V/def2-TZVPD) results for C20H41B3Cl20F3N3O4 as an isolated structure at a distorted geometry.

Atoms and positions in Å:
B  0.264  3.185  -0.511
H  0.785  7.561  5.127
H  3.157  -1.505  1.252
N  3.455  -2.261  -1.936
Cl  -1.952  3.386  4.014
C  2.859  -5.223  5.114
Cl  3.309  -6.856  -3.731
H  -6.476  -3.554  -6.252
Cl  5.600  -5.068  -4.069
Cl  4.718  4.370  7.082
C  3.909  -5.201  -3.568
H  -5.756  -2.240  -2.871
H  3.817  -5.713  5.255
H  5.830  -2.350  -2.576
H  2.558  7.592  5.257
H  -0.138  1.898  4.226
H  3.604  -1.783  2.951
C  1.625  7.826  5.760
F  0.949  3.021  1.842
Cl  -6.622  -5.519  -4.967
Cl  -5.594  -5.366  -1.331
B  0.054  3.250  -2.775
H  4.885  1.707  -2.681
O  -6.048  -1.586  -3.522
F  1.449  1.320  0.574
C  -5.427  -0.314  -3.315
H  5.172  6.413  6.005
C  -2.320  0.945  -1.633
Cl  5.454  -1.948  1.505
H  -3.950  1.716  -2.919
C  -7.261  -4.028  -5.673
H  1.417  3.431  -4.575
C  -3.828  1.141  -1.987
H  0.220  3.231  3.083
H  5.083  0.297  -3.778
H  -5.029  -0.448  -1.135
H  1.441  0.696  -3.193
H  1.841  1.843  6.926
C  3.273  1.556  -4.104
C  1.942  1.664  -3.314
Cl  3.203  -3.793  1.798
F  2.592  3.167  0.394
O  -1.353  3.094  -2.720
Cl  -6.597  -2.683  -0.618
Cl  -5.074  -7.602  0.480
H  -7.538  -0.531  -0.402
H  -6.243  0.422  -3.197
C  0.905  2.666  -3.971
H  -4.268  1.741  -1.173
Cl  1.727  -0.403  7.619
H  2.522  -1.842  -1.965
H  2.210  2.119  -2.341
Cl  -8.639  -4.348  -6.734
H  -7.579  -3.370  -4.872
H  2.863  -4.643  4.198
H  3.829  -4.895  -2.531
C  -4.501  -0.277  -2.084
H  3.593  2.573  -4.382
H  3.757  0.524  -1.223
Cl  0.622  3.831  5.339
H  3.310  -4.548  -4.192
Cl  1.568  9.565  6.087
N  5.687  -1.532  -1.985
Cl  3.440  5.486  4.703
H  -1.809  0.303  -2.375
Cl  4.096  1.286  7.303
H  0.203  2.082  -4.591
Cl  -9.328  -1.963  0.127
C  3.745  -2.117  1.928
C  -0.233  2.965  4.051
N  3.742  0.051  -2.120
C  -7.890  -1.486  -0.781
H  -6.494  -7.537  -1.395
H  -7.131  -6.584  -0.035
Cl  1.535  6.885  7.254
Cl  1.597  -6.456  5.005
C  4.360  0.871  -3.182
H  -2.195  0.449  -0.651
O  0.623  3.899  -1.646
H  -4.814  -0.067  -4.199
C  4.268  -1.278  -2.027
H  3.141  0.949  -5.017
O  -1.066  2.847  -0.315
C  2.366  1.246  7.664
H  -8.148  -1.398  -1.831
H  2.207  1.656  8.656
Cl  2.577  -4.115  6.463
H  5.853  -1.870  -1.036
B  -1.569  2.337  -1.547
C  -6.243  -6.840  -0.603
C  1.358  2.677  0.575
H  -3.692  -1.021  -2.188
H  5.718  5.015  5.053
C  4.920  5.412  5.671

## Properties
highest occupied orbital energy: -9.73 eV
total charge: 0
E: -10830.06753 a.u.
frontier orbital gap: 9.6 eV
lowest unoccupied orbital energy: -0.2 eV
ΔE to the lowest compared entry with this formula, charge and spin: 0.00 kJ/mol

And the Mulliken charges, in e, turn out to be: 0.2619, 0.2730, -0.0791, -0.3422, -0.1900, 0.3270, -0.1765, 0.2703, -0.1798, -0.1192, -0.0570, 0.1799, 0.2889, 0.2896, 0.0933, 0.2452, 0.3248, -0.0701, -0.6743, -0.1531, -0.0954, 0.2045, 0.2764, -0.3297, -0.2584, -0.6000, 0.2761, -0.6022, -0.1856, 0.2997, 0.0005, 0.3884, -0.6540, 0.1137, 0.4296, 0.1655, 0.3082, -0.2050, -0.6754, 0.1427, -0.2073, -0.2485, -0.4989, -0.1237, -0.1549, 0.2805, 0.2652, -0.6622, 0.3442, -0.1530, 0.2123, -0.0951, -0.1734, 0.0577, -0.2794, 0.1336, -0.2561, 0.3346, 0.0798, -0.1090, 0.2447, -0.1852, -0.5000, -0.1286, 0.3306, -0.1695, 0.1973, -0.1681, 0.1050, 0.2069, 0.2414, -0.2149, 0.2665, 0.2521, -0.1358, -0.1640, -0.8213, 0.2305, -0.1507, 0.3109, -0.1920, 0.3024, -0.1254, 0.2493, 0.2351, 0.2825, -0.1391, 0.2429, 0.1717, -0.2689, 0.8575, 0.3803, 0.3165, -0.3190